Entry 1:
A molecular structure, C41H42CrN7O3S2. Source: OMol25; level of theory: wB97M-V/def2-TZVPD.

Its lowest unoccupied orbital energy (spin up / spin down) is 0.0755 / 0.0700 Ha. Its strongest force on any atom is 1.0 eV Å⁻¹. The highest occupied orbital energy (spin up / spin down) is -0.1065 / -0.1822 Eh. The value obtained for the HOMO-LUMO gap (spin up / spin down) is 4.95 / 6.86 eV.

Geometry as ORCA input:
```
! wB97M-V def2-TZVPD RIJCOSX def2/J DEFGRID3
* xyz -1 5
Cr 0.83 -0.38 0.24
C -0.73 -2.82 -2.27
C -0.90 -1.52 -3.00
C -1.94 -1.36 -3.91
C -2.10 -0.19 -4.63
C -1.20 0.84 -4.45
C -0.14 0.72 -3.55
C 0.85 1.86 -3.45
C 0.00 -0.46 -2.80
N 1.05 -0.58 -1.82
C 2.32 -0.53 -2.28
O 2.74 -0.64 -3.42
C 3.31 -0.24 -1.16
C 4.64 0.04 -1.35
C 5.41 0.39 -0.24
C 4.83 0.45 1.02
C 3.49 0.15 1.13
N 2.78 -0.19 0.06
C 2.70 0.20 2.42
O 3.29 0.45 3.47
N 1.40 -0.06 2.21
C 0.57 -0.20 3.37
C -0.33 0.82 3.71
C -0.28 2.16 3.02
C -1.25 0.59 4.73
C -1.26 -0.61 5.44
C -0.28 -1.56 5.16
C 0.66 -1.36 4.16
C 1.80 -2.32 3.99
H -1.35 -3.60 -2.73
H -1.04 -2.73 -1.22
H 0.31 -3.15 -2.27
H -2.63 -2.19 -4.05
H -2.92 -0.09 -5.34
H -1.30 1.76 -5.02
H 0.40 2.80 -3.76
H 1.72 1.66 -4.09
H 1.23 1.97 -2.43
H 5.04 0.00 -2.36
H 6.46 0.62 -0.37
H 5.37 0.73 1.91
H -0.29 2.95 3.77
H -1.16 2.32 2.38
H 0.61 2.27 2.42
H -1.96 1.37 4.98
H -1.99 -0.78 6.21
H -0.24 -2.47 5.75
H 1.57 -3.29 4.44
H 2.69 -1.91 4.49
H 2.07 -2.48 2.95
C -3.89 3.00 -2.09
C -4.04 2.67 -0.60
N -3.48 1.36 -0.21
C -4.41 0.22 -0.18
C -4.49 -0.55 -1.50
C -2.15 1.22 -0.04
S -1.58 -0.36 0.36
N -1.46 2.37 -0.18
C -0.15 2.45 -0.10
O 0.68 1.53 -0.03
C 0.41 3.84 -0.16
C 1.78 4.03 -0.08
C 2.32 5.31 -0.11
C 1.47 6.41 -0.21
C 0.10 6.22 -0.30
C -0.43 4.94 -0.28
H -4.17 4.05 -2.27
H -4.53 2.37 -2.71
H -2.85 2.86 -2.40
H -5.09 2.66 -0.32
H -3.55 3.44 -0.02
H -5.39 0.62 0.09
H -4.10 -0.45 0.61
H -4.73 0.11 -2.33
H -5.26 -1.32 -1.43
H -3.53 -1.03 -1.71
H 2.43 3.16 0.00
H 3.39 5.45 -0.04
H 1.88 7.41 -0.22
H -0.56 7.08 -0.39
H -1.50 4.77 -0.35
N 1.42 -7.41 -0.04
C 0.53 -6.70 0.75
S -0.58 -7.54 1.71
C 0.65 -5.28 0.70
C -0.29 -4.40 1.31
C -0.15 -3.06 1.19
N 0.87 -2.43 0.53
C 1.80 -3.26 -0.02
C 1.74 -4.62 0.04
H 1.18 -8.39 -0.11
H 1.68 -7.00 -0.92
H -1.13 -4.82 1.85
H -0.87 -2.40 1.66
H 2.64 -2.80 -0.53
H 2.55 -5.18 -0.41
*
```

Entry 2:
A molecular structure, C37H53F4N3OPPdS. Source: OMol25; level of theory: wB97M-V/def2-TZVPD.

Its lowest unoccupied orbital energy is 0.0898 Ha. Its strongest force on any atom is 0.7 eV Å⁻¹. The highest occupied orbital energy is -0.1175 Eh. The energy above the lowest of the compared OMol25 structures with the same formula, charge and spin is 0.0 kcal/mol. The value obtained for the HOMO-LUMO gap is 5.64 eV.

Geometry as ORCA input:
```
! wB97M-V def2-TZVPD RIJCOSX def2/J DEFGRID3
* xyz -1 1
Pd -0.09 0.21 -0.34
C -4.14 1.99 1.48
C -2.77 1.74 0.85
N -2.33 0.36 0.81
C -3.10 -0.52 -0.06
C -2.83 -0.20 -1.52
C -1.99 -0.22 2.10
C -0.82 0.47 2.80
N 0.38 0.48 1.99
C 1.50 0.95 2.51
C 2.73 0.81 1.78
F 2.71 0.17 0.59
C 3.94 1.26 2.22
F 5.03 1.06 1.43
C 4.12 1.90 3.44
C 2.97 2.03 4.19
F 3.05 2.63 5.41
C 1.73 1.59 3.77
F 0.71 1.82 4.64
H -4.34 3.06 1.54
H -4.20 1.58 2.49
H -4.94 1.55 0.88
H -2.01 2.31 1.39
H -2.75 2.13 -0.17
H -4.19 -0.47 0.16
H -2.77 -1.54 0.13
H -3.28 0.74 -1.85
H -3.18 -1.00 -2.17
H -1.72 -0.11 -1.62
H -1.72 -1.26 1.91
H -2.84 -0.24 2.81
H -0.68 -0.08 3.74
H -1.13 1.48 3.11
H 5.08 2.25 3.78
S 3.03 5.27 -0.96
C 2.45 4.15 0.24
N 1.81 3.12 -0.18
C 1.74 3.13 -1.56
C 1.13 2.14 -2.34
C 1.12 2.31 -3.71
C 1.72 3.42 -4.32
C 2.33 4.40 -3.56
C 2.34 4.24 -2.18
H 2.64 4.33 1.30
H 0.68 1.24 -1.88
H 0.65 1.55 -4.33
H 1.70 3.52 -5.40
H 2.79 5.26 -4.03
O -0.86 -3.37 -0.14
P 0.63 -3.43 -0.27
C 1.48 -2.86 1.24
C 0.70 -3.19 2.52
C 1.52 -2.75 3.73
C 2.79 -3.61 3.87
C 3.21 -4.21 2.52
C 2.98 -3.22 1.38
C 1.16 -2.27 -1.58
C 0.46 -2.54 -2.91
C 1.28 -3.40 -3.86
C 2.65 -2.79 -4.12
C 3.42 -2.61 -2.81
C 2.61 -1.80 -1.80
C 1.02 -5.17 -0.72
C 2.47 -5.65 -0.84
C 2.51 -6.99 -1.59
C 1.31 -7.88 -1.24
C 0.80 -7.56 0.15
C 0.22 -6.14 0.18
H 1.38 -1.77 1.12
H 0.47 -4.25 2.60
H -0.26 -2.66 2.48
H 0.92 -2.79 4.64
H 1.79 -1.70 3.59
H 2.62 -4.42 4.59
H 3.60 -3.00 4.27
H 2.63 -5.12 2.33
H 4.26 -4.51 2.55
H 3.40 -3.61 0.46
H 3.54 -2.30 1.60
H 0.65 -1.35 -1.10
H 0.27 -1.57 -3.39
H -0.53 -2.98 -2.73
H 0.74 -3.52 -4.81
H 1.41 -4.41 -3.45
H 2.52 -1.81 -4.59
H 3.22 -3.40 -4.83
H 4.37 -2.11 -3.00
H 3.67 -3.60 -2.41
H 2.52 -0.78 -2.20
H 3.13 -1.68 -0.87
H 0.58 -5.22 -1.73
H 2.90 -5.76 0.16
H 3.09 -4.92 -1.36
H 3.44 -7.50 -1.35
H 2.54 -6.80 -2.67
H 1.58 -8.94 -1.33
H 0.50 -7.71 -1.96
H 1.63 -7.64 0.87
H 0.04 -8.27 0.48
H 0.17 -5.77 1.21
H -0.81 -6.15 -0.17
*
```